Computed, not measured: C36H36DyN11O4PS as an isolated structure, with wB97M-V/def2-TZVPD.

The geometry in XYZ format:
```
90
Properties=species:S:1:pos:R:3
Dy -0.13 -0.37 0.48
C -2.08 -1.75 -5.08
N -1.01 -1.45 -4.14
C 0.30 -1.84 -4.24
C 0.83 -1.52 -3.04
N -0.09 -0.92 -2.19
C -1.21 -0.95 -2.91
P -2.81 -0.32 -2.38
C -2.26 1.26 -1.69
N -1.16 1.47 -0.98
C -1.10 2.83 -0.76
C -2.16 3.40 -1.33
N -2.86 2.44 -1.98
C -4.25 2.53 -2.45
C -2.97 -1.42 -0.93
N -1.98 -2.12 -0.41
C -2.53 -2.93 0.52
C -3.90 -2.68 0.60
N -4.15 -1.71 -0.33
C -5.41 -0.92 -0.41
H -1.81 -2.61 -5.72
H -2.25 -0.90 -5.72
H -2.95 -1.99 -4.52
H 0.64 -2.44 -5.08
H 1.83 -1.67 -2.63
H -0.28 3.28 -0.25
H -2.40 4.41 -1.37
H -4.48 3.51 -2.87
H -4.92 2.34 -1.58
H -4.40 1.77 -3.22
H -1.95 -3.69 0.99
H -4.74 -3.01 1.19
H -6.18 -1.44 0.14
H -5.64 -0.81 -1.46
H -5.27 0.02 0.12
O -4.02 -0.35 2.47
C -2.84 -0.29 2.21
O -2.28 0.11 1.15
C -1.88 -0.83 3.28
C -2.41 -1.23 4.48
C -1.51 -1.63 5.43
C -0.13 -1.53 5.16
C 0.27 -1.13 3.89
N -0.60 -0.81 2.92
H -3.46 -1.13 4.67
H -1.78 -1.98 6.39
H 0.64 -1.79 5.90
H 1.34 -1.20 3.61
O 2.26 -1.34 -0.58
S 3.01 -0.12 -0.29
O 4.18 -0.28 0.53
N 1.91 0.77 0.40
C 2.13 2.06 0.82
C 3.30 2.75 0.59
C 3.51 4.08 0.95
C 2.55 4.73 1.67
C 1.37 4.02 2.02
C 0.32 4.64 2.68
C -0.81 3.95 2.99
C -0.92 2.57 2.57
N 0.05 1.96 1.94
C 1.12 2.71 1.59
C 3.57 0.75 -1.80
C 4.95 0.83 -1.91
C 5.50 1.67 -2.86
C 4.67 2.42 -3.71
C 3.32 2.26 -3.66
C 2.74 1.44 -2.67
H 4.15 2.29 0.07
H 4.41 4.62 0.63
H 2.67 5.78 2.01
H 0.38 5.69 2.95
H -1.61 4.44 3.55
H -1.84 2.06 2.81
H 5.54 0.38 -1.15
H 6.56 1.72 -2.95
H 5.14 3.15 -4.34
H 2.74 2.88 -4.34
H 1.64 1.49 -2.54
C 3.23 -4.74 0.45
N 2.25 -4.55 1.47
C 2.01 -5.45 2.57
C 1.40 -3.54 1.33
N 0.71 -2.65 1.06
H 3.15 -5.75 0.06
H 4.21 -4.66 0.84
H 3.06 -4.00 -0.32
H 1.50 -6.36 2.24
H 1.42 -4.99 3.32
H 2.94 -5.73 3.08
```

Calculated values
Spin multiplicity: 6
Energy above the lowest of the compared OMol25 structures with the same formula, charge and spin: 0.0 kcal/mol
Calculated total energy: -3921.3182 a.u.
Charge: +1

Mulliken atomic charge list, values in e, 5 entries:
1. Dy 0.412
2. C -0.909
3. N 0.180
4. C -0.983
5. C -0.734